No. 1
{
  "formula": "C31H31CaCl3N8O5S3",
  "method": "ωB97M-V/def2-TZVPD",
  "species": ["Ca", "O", "C", "O", "C", "C", "C", "C", "C", "N", "C", "O", "O", "H", "H", "H", "H", "H", "N", "C", "C", "N", "C", "C", "N", "H", "H", "H", "H", "H", "H", "H", "H", "H", "H", "H", "H", "H", "S", "C", "S", "C", "C", "N", "C", "N", "Cl", "C", "C", "C", "C", "C", "C", "N", "C", "C", "N", "C", "O", "C", "C", "C", "Cl", "S", "C", "C", "C", "Cl", "C", "H", "H", "H", "H", "H", "H", "H", "H", "H", "H", "H", "H", "H"],
  "xyz": [[0.37359, -0.16774, 0.06120], [0.81664, 2.33462, 3.61655], [0.46119, 1.48546, 2.62084], [1.18267, 1.38635, 1.60571], [-1.03916, 1.41148, 2.49672], [-1.94127, 1.82778, 3.47565], [-3.28689, 1.64052, 3.23557], [-3.70660, 1.00985, 2.06414], [-2.73500, 0.63051, 1.15758], [-1.44508, 0.87869, 1.35910], [-2.96554, -0.14657, -0.10582], [-4.11513, -0.79758, -0.23076], [-2.14118, -0.18137, -0.99570], [1.77388, 2.45441, 3.56256], [-1.58578, 2.24102, 4.40746], [-4.01413, 1.93430, 3.98038], [-4.75729, 0.82040, 1.89074], [-4.57547, -0.88327, 0.61977], [2.38669, -1.49343, 0.81119], [3.53227, -0.66640, 0.45345], [3.59483, -0.43066, -1.05572], [2.29743, -0.07748, -1.64517], [2.23377, 1.10336, -2.50218], [1.63894, 2.29123, -1.76301], [0.27292, 1.98036, -1.33386], [2.22474, -1.51288, 1.81756], [2.47375, -2.45310, 0.49770], [4.49280, -1.08440, 0.77818], [3.40250, 0.29336, 0.95899], [3.99490, -1.32329, -1.55148], [4.30998, 0.37144, -1.25534], [1.88983, -0.87924, -2.10770], [1.60405, 0.87128, -3.36628], [3.22084, 1.36866, -2.89637], [1.69528, 3.19082, -2.38590], [2.23283, 2.48141, -0.86506], [-0.38044, 2.00556, -2.10881], [-0.04874, 2.65556, -0.64902], [-0.99366, -2.24450, 1.68822], [-0.88149, -1.44235, 3.20342], [0.58981, -0.63609, 3.71952], [-1.98743, -1.37111, 4.03042], [-1.99145, -0.70173, 5.28846], [-2.08638, -0.15259, 6.29791], [-3.27042, -1.78251, 3.58348], [-4.35018, -2.04636, 3.26896], [-7.05835, -3.25172, 0.51594], [-5.65734, -4.06165, -0.11732], [-4.47871, -4.02528, 0.60214], [-3.35721, -4.62920, 0.06199], [-3.39420, -5.27058, -1.17540], [-2.09647, -5.80700, -1.73398], [-1.57720, -5.03081, -2.96916], [-0.54775, -4.08083, -2.57452], [0.80102, -4.31577, -2.56702], [1.36224, -3.22426, -1.97590], [0.38431, -2.33010, -1.61078], [-0.75195, -2.88014, -1.98756], [-2.14332, -7.19046, -2.04624], [-1.43549, -7.97609, -1.08668], [0.04838, -7.75298, -1.18172], [0.82352, -7.06652, -0.29137], [0.31174, -6.25370, 1.13369], [2.47888, -7.01631, -0.73990], [2.15595, -7.91744, -2.16231], [0.84036, -8.23620, -2.26688], [-4.60648, -5.29553, -1.85764], [-4.70028, -6.04814, -3.42316], [-5.74629, -4.70004, -1.34417], [-4.41712, -3.53527, 1.56549], [-2.42940, -4.58320, 0.62152], [-1.35627, -5.63756, -0.95103], [-2.35998, -4.48651, -3.49492], [-1.13476, -5.74398, -3.66070], [1.21916, -5.22883, -2.95702], [2.40866, -3.04772, -1.78212], [-1.73440, -2.45359, -1.84744], [-1.67291, -9.01309, -1.32032], [-1.79672, -7.76584, -0.07566], [2.95510, -8.18266, -2.83547], [0.42735, -8.80927, -3.08562], [-6.67518, -4.71956, -1.89517]],
  "forces_ev_per_a": [[-0.3, -0.9, -0.3], [0.1, -0.3, 0.1], [-0.4, 1.0, -0.1], [0.1, -0.1, 0.1], [0.0, 0.0, 0.1], [0.0, 0.0, 0.0], [0.0, 0.0, 0.0], [0.1, 0.0, -0.1], [0.0, 0.1, 0.1], [0.2, 0.0, 0.0], [-0.1, 0.0, 0.0], [0.0, 0.0, 0.0], [0.0, 0.0, 0.2], [0.0, 0.0, 0.0], [0.0, 0.0, 0.0], [0.0, 0.0, 0.0], [0.0, 0.0, 0.0], [0.1, 0.0, 0.0], [-0.1, 0.0, 0.0], [0.1, 0.1, 0.0], [0.1, 0.0, -0.1], [0.0, 0.0, 0.2], [0.0, 0.0, -0.1], [0.1, 0.2, 0.0], [0.0, 0.0, 0.1], [-0.1, 0.0, 0.0], [0.0, 0.0, 0.0], [0.0, 0.0, 0.0], [0.0, 0.0, 0.0], [0.0, 0.0, 0.0], [0.0, 0.0, 0.0], [0.1, 0.1, 0.0], [0.0, 0.0, 0.0], [0.0, 0.0, 0.0], [0.0, 0.0, 0.0], [0.0, 0.0, 0.0], [0.0, 0.0, 0.0], [0.0, 0.0, 0.0], [0.2, -0.1, -0.2], [0.2, -0.1, -0.1], [-0.1, -0.2, 0.0], [-0.1, 0.2, 0.0], [0.0, 0.0, 0.2], [0.0, 0.0, 0.0], [-0.1, -0.2, 0.1], [0.0, 0.1, -0.2], [0.0, 0.0, 0.0], [-0.1, 0.1, 0.0], [0.0, 0.0, 0.1], [0.0, -0.1, -0.1], [0.2, 0.1, 0.1], [0.0, 0.1, -0.1], [-0.1, 0.0, 0.1], [-0.1, 0.1, 0.0], [0.0, 0.0, 0.1], [0.0, -0.1, 0.1], [-0.3, 0.2, 0.0], [0.0, -0.1, 0.0], [0.0, -0.1, 0.2], [0.0, 0.1, -0.1], [0.0, 0.0, 0.1], [-0.1, 0.0, 0.0], [0.0, 0.0, -0.1], [0.0, 0.0, 0.0], [0.0, 0.0, 0.0], [0.0, 0.0, -0.1], [0.0, 0.0, 0.0], [-0.1, 0.0, 0.0], [0.1, 0.0, 0.0], [-0.1, 0.0, -0.1], [0.0, 0.0, 0.0], [0.1, 0.0, 0.0], [-0.1, -0.1, 0.1], [0.0, 0.0, 0.0], [0.0, 0.0, 0.0], [0.0, 0.0, 0.0], [0.0, 0.0, 0.0], [0.0, 0.0, 0.0], [0.0, 0.0, 0.0], [0.0, 0.0, 0.0], [0.0, 0.0, 0.0], [0.0, 0.0, 0.0]],
  "nbo_charge": [1.7399, -0.6859, 0.7349, -0.8104, 0.1326, -0.1876, -0.1492, -0.2106, 0.0612, -0.5000, 0.8128, -0.6476, -0.6411, 0.4938, 0.2621, 0.2376, 0.2309, 0.5138, -0.9158, -0.2378, -0.2263, -0.7156, -0.2236, -0.2333, -0.8886, 0.4197, 0.3743, 0.1809, 0.2107, 0.1800, 0.2001, 0.4063, 0.1967, 0.1901, 0.1832, 0.2052, 0.3774, 0.3869, -0.4327, -0.1764, -0.2223, -0.5185, 0.3159, -0.3645, 0.3614, -0.4380, 0.0069, -0.0337, -0.1825, -0.2147, -0.0265, 0.0487, -0.2295, -0.3317, -0.0808, -0.1209, -0.5658, 0.1927, -0.5289, -0.0827, -0.1507, -0.2424, 0.0689, 0.4698, -0.4285, -0.2310, -0.0261, 0.0040, -0.2574, 0.2590, 0.2428, 0.2044, 0.2266, 0.2344, 0.2324, 0.2021, 0.2359, 0.2096, 0.1949, 0.2445, 0.2322, 0.2417],
  "e_lumo_ha": -0.005,
  "homo_energy_ev": -7.3,
  "gap_ev": 7.15
}



No. 2
{
  "formula": "C2H3NO2S",
  "method": "ωB97M-V/def2-TZVPD",
  "species": ["C", "C", "N", "O", "O", "S", "H", "H", "H"],
  "xyz": [[0.87263, 0.21638, -0.07983], [0.62248, 1.47077, -0.17871], [0.86163, -1.00161, 0.01463], [-1.45898, -0.78521, 1.61347], [-2.05096, -0.85687, -0.76094], [-1.43187, -1.50361, 0.36274], [0.94511, 2.27726, 0.44089], [0.02355, 1.73754, -1.04406], [1.61642, -1.55463, -0.36819]],
  "forces_ev_per_a": [[0.4, -0.9, 0.2], [-0.6, 1.1, -0.9], [1.0, 0.3, 0.2], [0.4, 0.7, 2.7], [-1.1, 0.9, -3.1], [-0.4, -2.1, 0.6], [0.3, 0.0, 0.5], [0.0, 0.0, 0.0], [0.1, 0.0, -0.2]],
  "nbo_charge": [0.4345, -0.5896, -0.6620, -0.7984, -0.8041, 1.5025, 0.2548, 0.2589, 0.4034],
  "e_lumo_ha": [0.024, -0.128],
  "homo_energy_ev": [-6.7, -9.9],
  "gap_ev": [7.38, 6.40],
  "multiplicity": 3
}



No. 3
{
  "formula": "C18H16N8O3S",
  "method": "ωB97M-V/def2-TZVPD",
  "species": ["C", "C", "N", "N", "C", "O", "C", "N", "N", "N", "C", "N", "O", "N", "C", "N", "C", "C", "S", "C", "C", "C", "C", "C", "C", "C", "C", "C", "C", "O", "H", "H", "H", "H", "H", "H", "H", "H", "H", "H", "H", "H", "H", "H", "H", "H"],
  "xyz": [[4.42360, 1.91412, -0.36338], [3.31153, 0.90081, -0.41874], [2.06819, 1.16191, -0.57434], [1.62430, 2.41863, -0.70070], [0.30503, 2.71222, -0.86278], [-0.08925, 3.86392, -0.82171], [-0.59559, 1.56800, -1.06646], [-0.25922, 0.39570, -1.65046], [-1.27035, -0.36695, -1.68357], [-2.31983, 0.27022, -1.12712], [-3.53766, -0.35460, -1.01929], [-4.66640, 0.21365, -0.70195], [-5.59198, -0.74378, -0.71433], [-5.06825, -1.95065, -1.04624], [-3.78636, -1.76358, -1.24606], [-2.86503, -2.69456, -1.53335], [-1.94454, 1.51444, -0.72747], [-2.78163, 2.45350, 0.02133], [-3.25782, 1.75470, 1.67840], [-1.99963, 0.50465, 1.86940], [-2.38628, -0.82461, 1.95790], [-1.42175, -1.81489, 2.01753], [-0.07866, -1.47827, 1.98509], [0.30314, -0.14785, 1.92640], [-0.65484, 0.84829, 1.87801], [3.63327, -0.49829, -0.28197], [2.81195, -1.59953, -0.36571], [3.63821, -2.72021, -0.15197], [4.89558, -2.22920, 0.04559], [4.90418, -0.89172, -0.03155], [4.26511, 2.61061, 0.46121], [5.37606, 1.41493, -0.21936], [4.46131, 2.48322, -1.29276], [2.24963, 3.22196, -0.61154], [-3.18405, -3.60191, -1.82236], [-1.96310, -2.35423, -1.83500], [-2.24575, 3.39090, 0.16670], [-3.73881, 2.62528, -0.46971], [-3.43713, -1.07219, 1.97471], [-1.72320, -2.85012, 2.07400], [0.67431, -2.25129, 2.01068], [1.34949, 0.11355, 1.90587], [-0.36694, 1.88828, 1.83864], [1.76204, -1.57098, -0.56766], [3.34559, -3.75019, -0.14651], [5.83156, -2.71387, 0.24256]],
  "forces_ev_per_a": [[-0.2, 0.0, 0.0], [0.0, 0.9, 0.0], [0.3, -0.9, 0.3], [0.9, 0.9, 0.0], [-0.1, 0.1, 0.0], [0.0, -0.1, 0.0], [-1.3, 0.1, 0.1], [0.4, -0.1, -0.3], [-0.3, -1.0, -0.4], [0.6, 1.5, 0.3], [-1.5, -1.3, 0.0], [1.0, 0.5, -0.3], [-0.3, 0.2, 0.1], [0.7, -0.8, -0.3], [-0.7, 1.2, 0.5], [0.3, -0.6, -0.1], [0.7, 0.0, -0.5], [-0.3, 0.1, 0.6], [0.3, 0.0, 0.1], [-0.4, 0.4, 0.1], [0.0, 0.0, 0.0], [0.0, -0.1, 0.0], [0.0, -0.1, 0.0], [0.1, 0.0, 0.0], [0.0, -0.1, 0.2], [-1.0, -1.1, -0.1], [0.4, 0.8, 0.0], [0.6, 0.0, 0.1], [-0.4, -0.8, 0.0], [0.2, 0.6, 0.0], [0.0, 0.1, 0.0], [0.0, 0.1, 0.0], [0.0, 0.1, 0.0], [-0.2, -0.2, 0.0], [0.0, 0.0, 0.0], [-0.1, -0.1, 0.0], [-0.1, -0.1, -0.2], [0.1, 0.1, -0.1], [-0.1, 0.0, -0.1], [0.0, -0.1, 0.0], [0.1, -0.1, 0.0], [0.1, 0.0, 0.0], [0.0, 0.1, 0.0], [-0.3, 0.1, -0.1], [0.0, -0.2, 0.0], [0.2, 0.0, 0.0]],
  "nbo_charge": [-0.6955, 0.1963, -0.2147, -0.4314, 0.6556, -0.5961, -0.0563, -0.1590, -0.0806, -0.1959, 0.2217, -0.0786, -0.1221, -0.1692, 0.3007, -0.8087, 0.2104, -0.5702, 0.2457, -0.1834, -0.2347, -0.2069, -0.2286, -0.1442, -0.2462, 0.2147, -0.2682, -0.3036, 0.0951, -0.3974, 0.2268, 0.2493, 0.2311, 0.3856, 0.4049, 0.4330, 0.2712, 0.2658, 0.2293, 0.2185, 0.2172, 0.2138, 0.2211, 0.2506, 0.2286, 0.2045],
  "e_lumo_ha": 0.003,
  "homo_energy_ev": -8.2,
  "smiles": "C/C(=N\\NC(=O)c1nnn(-c2nonc2N)c1CSc1ccccc1)c1ccco1",
  "gap_ev": 8.29
}



Looking at energy above the lowest of the compared OMol25 structures with the same formula, charge and spin for the records above, in order, we have 1.6; 42.9; 4.8 kcal per mole.